# 1
{
  "formula": "C10H17NO2",
  "method": "ωB97M-V with the def2-TZVPD basis set",
  "mol_weight_da": 183.25,
  "e_homo_ev": [-6.38, -8.53],
  "e_tot_ha": -596.20915,
  "charge": 0,
  "spin_multiplicity": 3,
  "symbols": ["C", "C", "C", "C", "C", "C", "C", "C", "C", "C", "N", "O", "O", "H", "H", "H", "H", "H", "H", "H", "H", "H", "H", "H", "H", "H", "H", "H", "H", "H"],
  "xyz": [[2.29, -0.23, 1.28], [-0.78, 0.90, 0.02], [2.48, 1.27, 1.12], [2.44, 1.35, -0.51], [1.66, 0.14, -0.86], [1.28, -0.44, -2.17], [-1.73, -1.24, -0.77], [-3.06, 0.67, 0.20], [-1.65, -0.85, 1.68], [-1.75, -0.15, 0.30], [1.73, -0.81, 0.22], [1.24, -1.96, 0.17], [-0.77, 2.09, 0.02], [2.78, -0.68, 2.12], [1.70, 1.71, 1.69], [3.48, 1.60, 1.47], [1.91, 2.13, -1.03], [3.41, 1.32, -1.02], [2.15, -0.62, -2.69], [0.82, 0.19, -2.88], [0.77, -1.29, -2.15], [-0.72, -1.86, -0.84], [-2.59, -1.86, -0.63], [-1.98, -0.89, -1.68], [-3.87, 0.13, 0.88], [-3.46, 0.87, -0.76], [-3.01, 1.60, 0.75], [-0.84, -1.47, 1.59], [-2.46, -1.53, 1.93], [-1.48, -0.08, 2.56]]
}



# 2
{
  "formula": "C30H35N3O6S3Ti",
  "method": "ωB97M-V with the def2-TZVPD basis set",
  "mol_weight_da": 677.69,
  "de_lowest_kj_mol": 46.57,
  "e_homo_ev": -6.45,
  "e_tot_ha": -3824.06088,
  "charge": 0,
  "symbols": ["Ti", "C", "N", "C", "C", "C", "N", "C", "C", "C", "C", "C", "C", "C", "O", "C", "C", "C", "N", "C", "C", "C", "C", "C", "C", "C", "O", "H", "H", "H", "H", "H", "H", "H", "H", "H", "H", "H", "H", "H", "H", "H", "H", "H", "H", "H", "H", "H", "H", "H", "H", "H", "C", "O", "C", "S", "S", "H", "H", "H", "C", "C", "C", "C", "C", "C", "C", "S", "O", "O", "O", "H", "H", "H", "H", "H", "H", "H"],
  "xyz": [[0.99, 0.06, -1.28], [2.87, -2.25, -2.54], [1.43, -1.96, -2.38], [0.86, -1.97, -3.74], [-0.44, -1.20, -3.96], [-0.25, 0.31, -4.10], [-0.09, 0.97, -2.83], [-0.91, 1.90, -2.51], [-0.92, 2.66, -1.28], [-1.94, 3.61, -1.12], [-2.04, 4.36, 0.03], [-1.11, 4.17, 1.06], [-0.09, 3.25, 0.93], [0.01, 2.49, -0.24], [1.02, 1.63, -0.37], [0.82, -3.02, -1.54], [1.52, -3.24, -0.19], [1.64, -2.04, 0.74], [2.22, -0.90, 0.06], [3.23, -0.25, 0.50], [3.90, 0.81, -0.23], [4.97, 1.46, 0.40], [5.68, 2.44, -0.26], [5.34, 2.78, -1.56], [4.30, 2.15, -2.21], [3.55, 1.17, -1.55], [2.56, 0.56, -2.19], [2.99, -3.24, -3.01], [3.38, -2.25, -1.58], [3.32, -1.49, -3.17], [0.74, -3.02, -4.05], [1.63, -1.53, -4.39], [-1.17, -1.42, -3.17], [-0.87, -1.56, -4.89], [-1.11, 0.75, -4.63], [0.66, 0.51, -4.70], [-1.66, 2.20, -3.25], [-2.66, 3.73, -1.92], [-2.84, 5.08, 0.15], [-1.20, 4.73, 1.97], [0.62, 3.07, 1.72], [0.87, -3.96, -2.11], [-0.24, -2.78, -1.39], [2.49, -3.71, -0.35], [0.90, -3.97, 0.35], [0.65, -1.75, 1.12], [2.25, -2.29, 1.63], [3.67, -0.54, 1.46], [5.23, 1.18, 1.41], [6.50, 2.94, 0.23], [5.89, 3.55, -2.08], [4.02, 2.41, -3.22], [-1.62, -1.62, 5.52], [-1.02, -0.63, 4.71], [-0.53, -0.99, 3.52], [-0.68, -2.58, 3.00], [0.27, 0.26, 2.72], [-1.85, -1.12, 6.46], [-0.94, -2.46, 5.69], [-2.53, -2.00, 5.05], [-4.97, 0.16, 4.43], [-4.28, -0.09, 3.12], [-4.47, -1.27, 2.42], [-3.79, -1.51, 1.23], [-2.94, -0.53, 0.74], [-2.74, 0.66, 1.42], [-3.41, 0.87, 2.61], [-2.18, -0.78, -0.82], [-2.69, 0.23, -1.73], [-2.32, -2.15, -1.24], [-0.68, -0.50, -0.60], [-5.73, -0.60, 4.62], [-5.45, 1.14, 4.44], [-4.25, 0.14, 5.25], [-5.13, -2.03, 2.81], [-3.91, -2.43, 0.69], [-2.07, 1.41, 1.03], [-3.24, 1.79, 3.16]]
}